40
Properties=species:S:1:pos:R:3:forces:R:3:mulliken_spin:R:1 method="wB97M-V/def2-TZVPD" total_energy_ev=-55152.081 orbital_gap_ev="3.09 / 4.19" charge=-2 spin_multiplicity=2 e_homo_ha="0.0721 / 0.0312"
Ti -0.2284 -0.4408 -1.2776 1.04 -0.72 -0.54 0.947
Cl -0.6812 1.6848 -1.8705 -0.30 2.06 -0.20 0.020
C -1.9300 -1.3179 -0.7922 -1.92 -1.33 0.70 -0.012
H -1.6181 -2.2186 -0.2097 -0.34 0.46 -0.33 0.001
H -2.5996 -1.6028 -1.6186 0.08 0.11 0.25 -0.001
H -2.3954 -0.5789 -0.1295 -0.43 -0.14 0.11 -0.001
Hg 0.1377 0.5341 -4.6886 0.19 -0.13 1.13 0.003
C -1.9299 0.5487 -4.7894 -0.47 -0.12 -0.56 0.000
C 2.1027 1.2037 -4.4541 0.37 0.02 -0.49 -0.001
C 0.3790 -1.5469 -2.7396 0.66 -0.24 -1.03 -0.072
H 2.5229 0.7589 -3.5538 0.07 -0.02 -0.10 0.001
H 2.6946 0.9557 -5.3434 0.26 0.21 0.25 0.000
H 2.0140 2.2879 -4.3312 0.30 -0.06 -0.06 0.001
H -2.3414 -0.1711 -4.0896 -0.07 -0.08 0.02 0.001
H -2.2154 1.5576 -4.4865 -0.19 -0.07 -0.11 -0.001
H -2.2546 0.3372 -5.8066 -0.46 0.03 -0.08 0.000
H -0.4590 -2.1089 -3.1996 0.12 0.02 -0.01 0.002
H 1.3390 -1.9042 -3.1336 0.06 -0.16 -0.08 0.017
C -1.3456 0.1682 4.7087 0.37 -0.08 -0.18 0.000
N -1.2081 0.2504 3.2957 -1.17 0.47 0.40 0.007
C -1.1264 1.5726 2.7455 0.11 0.17 -0.09 0.007
C -0.8433 -0.9076 2.5221 0.03 -0.40 -0.78 -0.009
C 0.5187 -0.7618 1.8901 1.11 -0.16 0.13 0.128
C 1.6015 -0.7034 2.7705 -0.10 0.42 -0.01 -0.045
C 2.8190 -0.1950 2.3382 0.36 -0.39 0.85 0.079
C 3.0273 0.1477 1.0062 -0.12 0.17 -1.13 0.005
C 2.0088 -0.1031 0.0777 0.83 0.25 1.21 -0.139
C 0.7583 -0.5539 0.5171 -0.76 0.18 0.24 0.041
H -2.0379 0.9443 5.0503 -0.06 -0.07 0.16 0.000
H -0.3906 0.3172 5.2365 0.12 0.02 0.35 0.002
H -1.7354 -0.8133 4.9909 -0.03 0.03 0.09 -0.003
H -0.0932 1.9659 2.6921 -0.14 -0.05 -0.08 0.000
H -1.5561 1.6150 1.7327 0.20 -0.05 0.19 0.001
H -1.7035 2.2526 3.4020 0.15 -0.18 -0.34 0.000
H -0.8578 -1.7616 3.2190 -0.04 0.08 -0.23 0.002
H -1.5881 -1.0831 1.7300 0.18 -0.06 0.27 0.001
H 1.4407 -0.9664 3.8230 0.21 0.12 -0.16 0.008
H 3.6276 -0.0996 3.0576 0.07 0.06 -0.03 0.015
H 3.9713 0.6170 0.6944 -0.30 -0.27 0.13 0.003
H 2.1761 0.1193 -0.9862 0.00 -0.10 0.16 -0.009